1.
Density functional theory data (ωB97M-V with the def2-TZVPD basis set) for an isolated molecule of C19H32O4 at a distorted geometry.

Each line ends with the natural charge from an NBO analysis.
Atoms and positions in Å:
C1 -0.379 3.490 4.552  -0.592
C2 -0.618 2.070 4.097  -0.396
C3 -1.403 1.883 2.851  -0.418
C4 -1.678 0.501 2.572  -0.370
C5 -2.709 0.454 1.386  -0.368
C6 -2.270 0.973 0.247  -0.420
C7 -3.046 0.327 -0.914  -0.346
C8 -2.440 1.257 -2.340  -0.342
C9 -2.871 0.546 -3.595  -0.374
C10 -2.362 -0.906 -3.879  -0.361
C11 -0.618 -0.996 -3.675  -0.378
C12 -0.043 -2.220 -3.870  -0.460
C13 1.211 -2.136 -3.783  -0.319
C14 1.801 -2.045 -2.295  -0.059
H1 2.794 -2.218 -2.115  0.190
H2 0.982 -2.495 -1.459  0.196
O1 1.560 -0.532 -2.150  -0.536
C15 1.702 -0.107 -0.833  0.624
C16 1.805 1.216 -0.610  -0.406
C17 1.790 1.103 0.975  -0.266
C18 1.966 -0.014 1.284  0.093
C19 2.099 -0.834 2.751  0.803
O2 2.180 -0.161 3.642  -0.533
O3 2.127 -2.189 2.679  -0.622
H3 2.495 -2.243 3.391  0.453
O4 1.929 -0.922 0.068  -0.452
H4 1.600 2.123 1.567  0.265
H5 1.735 2.035 -1.173  0.223
H6 1.649 -3.350 -3.847  0.151
H7 1.732 -1.636 -4.397  0.206
H8 -0.530 -3.008 -3.264  0.210
H9 -0.363 -2.522 -4.961  0.203
H10 -0.364 -0.269 -4.507  0.192
H11 -0.613 -0.459 -2.748  0.225
H12 -2.675 -1.243 -4.796  0.185
H13 -2.561 -1.762 -3.131  0.175
H14 -3.954 0.489 -3.703  0.190
H15 -2.763 0.874 -4.361  0.161
H16 -1.401 1.303 -2.316  0.195
H17 -2.904 2.037 -2.138  0.181
H18 -2.722 -0.786 -1.179  0.187
H19 -3.974 0.213 -0.694  0.175
H20 -1.135 0.877 0.159  0.206
H21 -2.528 2.082 0.304  0.193
H22 -2.571 -0.754 1.351  0.160
H23 -3.686 0.584 1.590  0.202
H24 -2.155 -0.075 3.439  0.206
H25 -0.840 0.055 2.269  0.186
H26 -0.896 2.524 2.115  0.214
H27 -2.398 2.368 3.340  0.189
H28 0.421 1.613 4.036  0.195
H29 -1.017 1.646 5.057  0.194
H30 0.366 3.665 5.243  0.214
H31 -1.400 4.028 4.733  0.191
H32 0.036 3.969 3.669  0.183

HOMO level: -8.36 eV
HOMO-LUMO gap: 9.05 eV
ΔE to the lowest compared entry with this formula, charge and spin: 403.6 kcal/mol

---

2.
Density functional theory data (ωB97M-V with the def2-TZVPD basis set) for a 3-piece molecular cluster, C2H6N4O3 overall at a distorted geometry.

Each line ends with the natural charge from an NBO analysis.
Atoms and positions in Å:
C1 0.826 -0.220 -0.745  0.746
C2 -0.190 0.825 1.392  0.112
H1 0.321 -3.752 0.446  0.154
H2 1.754 -2.237 -1.795  0.336
H3 -0.959 -0.944 -0.719  0.424
H4 1.666 1.713 -0.900  0.501
H5 0.688 0.939 2.318  0.228
H6 -2.867 -0.090 1.687  0.483
N1 0.174 -2.568 -1.108  -0.426
N2 0.084 -1.259 -0.605  -0.509
N3 0.044 0.835 -0.084  -0.218
N4 -1.426 0.679 1.901  -0.119
O1 1.822 -0.027 -1.460  -0.610
O2 0.885 1.934 -0.323  -0.592
O3 -2.276 0.208 1.076  -0.510

HOMO level: -9.02 eV
HOMO-LUMO gap: 7.43 eV
ΔE to the lowest compared entry with this formula, charge and spin: 311.4 kcal/mol

---

3.
Density functional theory data (ωB97M-V with the def2-TZVPD basis set) for C8H12CdN2P as an isolated structure at a distorted geometry.

Each line ends with the natural charge from an NBO analysis.
Atoms and positions in Å:
C1 2.111 1.926 -1.288  -0.372
C2 2.274 2.528 -0.020  -0.368
C3 1.027 3.154 0.346  -0.374
C4 0.099 2.955 -0.725  -0.380
C5 0.755 2.151 -1.722  -0.380
Cd1 0.094 -1.801 -1.256  0.145
P1 2.234 -2.844 -0.565  -0.159
H1 2.905 1.452 -1.857  0.181
H2 3.210 2.595 0.551  0.175
H3 0.862 3.765 1.235  0.174
H4 0.305 1.751 -2.627  0.190
H5 -0.942 3.274 -0.736  0.174
H6 2.243 -3.235 0.831  -0.023
H7 3.426 -2.038 -0.718  0.031
H8 2.451 -4.052 -1.333  0.030
N1 -2.978 -1.937 1.679  -0.520
C6 -2.996 -0.543 1.609  -0.121
C7 -2.204 -0.198 0.560  -0.061
N2 -1.664 -1.367 0.006  -0.616
C8 -2.186 -2.402 0.692  0.171
H9 -3.457 -2.519 2.357  0.411
H10 -3.550 0.064 2.304  0.216
H11 -1.988 0.782 0.161  0.260
H12 -2.029 -3.462 0.514  0.214

HOMO level: -1.58 eV
total charge: -1
HOMO-LUMO gap: 4.08 eV

---

4.
Density functional theory data (ωB97M-V with the def2-TZVPD basis set) for C21H31IrO4 as an isolated structure at a distorted geometry.

Each line ends with the natural charge from an NBO analysis.
Atoms and positions in Å:
O1 3.045 -0.839 -3.076  -0.609
C1 4.255 -1.660 -2.717  -0.044
C2 4.565 -2.053 -4.129  -0.466
H1 3.946 -2.474 -2.052  0.214
H2 5.027 -1.014 -2.289  0.185
C3 3.405 -1.121 -4.511  0.314
H3 4.377 -3.108 -4.330  0.235
H4 5.543 -1.712 -4.469  0.214
C4 2.345 -1.854 -5.290  -0.655
H5 2.158 -2.838 -4.848  0.261
H6 2.708 -1.985 -6.320  0.224
H7 1.413 -1.294 -5.340  0.212
C5 3.886 0.160 -5.161  -0.635
H8 4.804 0.490 -4.660  0.212
H9 3.126 0.943 -5.083  0.218
H10 4.103 -0.021 -6.221  0.226
Ir1 1.713 0.516 -1.760  1.131
C6 2.002 1.818 -0.145  -0.300
C7 1.552 0.525 0.333  -0.304
C8 2.602 -0.423 0.074  -0.280
H11 0.611 0.308 0.838  0.325
C9 3.687 0.285 -0.531  -0.266
C10 3.311 1.647 -0.717  -0.324
H12 3.897 2.422 -1.208  0.249
H13 1.464 2.755 -0.055  0.250
H14 2.550 -1.481 0.302  0.268
H15 4.658 -0.128 -0.765  0.231
C11 -0.064 1.611 -1.928  -0.295
C12 0.647 1.828 -3.158  -0.321
C13 0.771 0.564 -3.811  -0.291
H16 1.047 2.770 -3.517  0.247
C14 0.142 -0.443 -2.995  -0.267
C15 -0.384 0.206 -1.830  -0.294
H17 -0.917 -0.267 -1.012  0.323
H18 -0.354 2.373 -1.215  0.252
H19 1.237 0.424 -4.771  0.234
H20 0.089 -1.507 -3.183  0.270
O2 2.148 -4.290 -3.066  -0.572
C16 1.523 -3.713 -1.896  -0.080
C17 2.122 -4.332 -0.630  -0.433
H21 0.435 -3.883 -1.940  0.207
H22 1.657 -2.617 -1.940  0.185
C18 2.838 -5.602 -1.132  -0.442
H23 1.319 -4.535 0.086  0.254
H24 2.829 -3.623 -0.178  0.188
C19 2.711 -5.550 -2.666  -0.069
H25 2.343 -6.499 -0.751  0.216
H26 3.888 -5.616 -0.825  0.206
H27 2.035 -6.352 -3.011  0.171
H28 3.679 -5.671 -3.174  0.174
C20 -1.571 -3.139 1.826  -0.723
C21 -0.976 -2.089 0.934  0.770
O3 -1.175 -0.895 1.316  -0.801
O4 -0.345 -2.444 -0.108  -0.827
H29 -1.271 -2.963 2.861  0.216
H30 -1.283 -4.145 1.529  0.197
H31 -2.661 -3.060 1.794  0.220

HOMO level (alpha / beta): -5.47 / -7.52 eV
HOMO-LUMO gap (alpha / beta): 5.55 / 4.87 eV
expectation value of S²: 6.017
ΔE to the lowest compared entry with this formula, charge and spin: 28.1 kcal/mol
2S+1: 5

---

5.
Density functional theory data (ωB97M-V with the def2-TZVPD basis set) for a 6-piece molecular cluster, C37H84ClNO4 overall at a distorted geometry.

Each line ends with the Mulliken charge.
Atoms and positions in Å:
C1 -0.229 0.036 -4.031  -1.056
C2 -0.471 1.546 -4.022  -0.236
C3 -1.528 1.896 -5.055  0.260
C4 -1.873 3.365 -5.111  -0.985
N1 -2.516 3.856 -3.873  -0.350
C5 -3.506 3.003 -3.320  0.376
O1 -3.605 2.785 -2.118  -0.533
O2 -4.385 2.476 -4.234  -0.257
C6 -5.078 1.332 -3.807  0.343
Cl1 -6.576 1.819 -2.976  -0.247
C7 -5.436 0.477 -5.018  -0.813
O3 -4.461 -0.533 -5.208  -0.210
O4 -3.819 -0.302 -6.482  -0.412
H1 0.425 -0.259 -3.218  0.160
H2 -1.194 -0.442 -3.895  0.381
H3 0.248 -0.282 -4.951  0.297
H4 0.453 2.050 -4.284  0.120
H5 -0.787 1.829 -3.025  0.344
H6 -2.400 1.267 -4.939  -0.520
H7 -1.107 1.642 -6.027  0.651
H8 -2.432 3.596 -6.014  0.382
H9 -0.934 3.903 -5.199  0.431
H10 -2.990 4.726 -4.090  0.331
H11 -4.483 0.738 -3.127  0.345
H12 -6.372 -0.023 -4.796  0.462
H13 -5.534 1.089 -5.902  0.328
H14 -2.916 -0.581 -6.295  0.337
C8 -8.211 4.903 -1.631  -0.672
C9 -9.595 4.721 -2.249  -0.281
C10 -10.575 5.837 -1.893  -0.797
C11 -10.882 5.971 -0.401  -0.691
C12 -11.442 4.711 0.257  -0.346
C13 -12.779 4.263 -0.328  -1.189
H15 -8.251 4.890 -0.541  0.269
H16 -7.544 4.100 -1.944  -0.092
H17 -7.768 5.851 -1.944  0.302
H18 -10.003 3.751 -1.951  0.243
H19 -9.492 4.685 -3.337  0.361
H20 -11.507 5.680 -2.444  0.319
H21 -10.173 6.790 -2.251  0.367
H22 -11.596 6.790 -0.267  0.391
H23 -9.977 6.276 0.132  0.304
H24 -11.572 4.908 1.324  0.353
H25 -10.719 3.895 0.184  0.247
H26 -13.527 5.053 -0.236  0.295
H27 -13.155 3.384 0.196  0.374
H28 -12.691 4.002 -1.383  0.280
C14 3.166 -4.224 0.738  -0.807
C15 2.039 -4.814 -0.105  -0.411
C16 1.915 -4.170 -1.484  -1.073
C17 1.596 -2.675 -1.460  0.061
C18 0.320 -2.292 -0.716  0.068
C19 -0.942 -2.886 -1.335  -1.300
H29 3.002 -3.165 0.941  -0.071
H30 3.230 -4.737 1.699  0.356
H31 4.129 -4.331 0.234  0.353
H32 1.094 -4.728 0.438  0.201
H33 2.217 -5.884 -0.236  0.382
H34 1.149 -4.700 -2.056  0.356
H35 2.851 -4.316 -2.032  0.417
H36 1.523 -2.320 -2.494  0.261
H37 2.434 -2.128 -1.018  0.062
H38 0.234 -1.201 -0.725  0.398
H39 0.381 -2.584 0.336  -0.175
H40 -1.043 -2.576 -2.378  0.234
H41 -1.828 -2.548 -0.796  0.409
H42 -0.936 -3.976 -1.305  0.322
C20 2.281 -1.523 3.734  -1.008
C21 1.310 -2.677 3.964  0.385
C22 0.348 -2.440 5.127  -0.958
C23 1.027 -2.279 6.487  -0.837
C24 1.907 -3.455 6.902  0.336
C25 1.143 -4.767 7.064  -1.391
H43 2.934 -1.364 4.594  0.153
H44 2.920 -1.726 2.873  0.228
H45 1.742 -0.594 3.539  0.334
H46 1.871 -3.603 4.119  0.179
H47 0.721 -2.827 3.054  -0.061
H48 -0.370 -3.263 5.169  0.329
H49 -0.242 -1.541 4.924  0.413
H50 0.255 -2.123 7.248  0.399
H51 1.632 -1.368 6.487  0.323
H52 2.387 -3.210 7.853  0.449
H53 2.717 -3.589 6.179  -0.292
H54 0.351 -4.665 7.809  0.301
H55 1.811 -5.564 7.393  0.410
H56 0.687 -5.088 6.127  0.302
C26 5.727 3.011 -6.037  -1.237
C27 4.768 1.847 -5.804  -0.501
C28 3.827 2.061 -4.620  -0.152
C29 4.519 2.210 -3.264  -0.860
C30 5.412 1.037 -2.864  -0.520
C31 4.649 -0.277 -2.726  -1.104
H57 6.391 3.164 -5.186  0.281
H58 6.352 2.828 -6.911  0.383
H59 5.177 3.939 -6.208  0.304
H60 5.339 0.924 -5.670  0.257
H61 4.164 1.702 -6.704  0.379
H62 3.117 1.229 -4.577  0.019
H63 3.226 2.958 -4.802  0.394
H64 3.749 2.348 -2.498  0.377
H65 5.114 3.128 -3.255  0.361
H66 5.886 1.274 -1.908  0.371
H67 6.226 0.915 -3.584  0.289
H68 3.851 -0.183 -1.987  0.231
H69 5.314 -1.078 -2.401  0.481
H70 4.201 -0.586 -3.672  0.242
C32 7.239 -4.552 5.705  -1.296
C33 6.167 -3.796 6.485  -0.350
C34 5.740 -2.489 5.821  -0.089
C35 6.847 -1.445 5.671  -0.962
C36 7.521 -1.034 6.978  -0.430
C37 6.566 -0.381 7.974  -1.151
H71 8.161 -3.975 5.623  0.290
H72 7.484 -5.493 6.198  0.403
H73 6.893 -4.784 4.695  0.295
H74 6.519 -3.606 7.502  0.313
H75 5.286 -4.436 6.583  0.274
H76 4.909 -2.060 6.390  0.069
H77 5.338 -2.711 4.827  0.327
H78 6.423 -0.557 5.194  0.392
H79 7.610 -1.818 4.981  0.367
H80 8.324 -0.329 6.746  0.376
H81 8.001 -1.898 7.444  0.248
H82 6.099 0.505 7.540  0.291
H83 7.098 -0.072 8.875  0.383
H84 5.773 -1.065 8.281  0.251

HOMO level: -10.14 eV
HOMO-LUMO gap: 10.69 eV

---

6.
Density functional theory data (ωB97M-V with the def2-TZVPD basis set) for C44H44BrClF4InN2O12PSi as an isolated structure at a distorted geometry.

Each line ends with the Mulliken charge.
Atoms and positions in Å:
In1 0.051 0.020 -0.959  3.161
Cl1 -6.342 -3.189 -2.559  -0.215
C1 -5.043 -2.091 -2.216  0.065
C2 -5.240 -1.065 -1.280  -0.771
C3 -4.208 -0.235 -0.923  -0.468
C4 -2.922 -0.392 -1.489  -0.383
O1 -1.960 0.394 -1.110  -0.241
C5 -2.765 -1.377 -2.499  1.459
C6 -1.535 -1.538 -3.215  -0.617
O2 -0.473 -0.933 -3.025  -0.350
C7 -3.834 -2.232 -2.836  -1.357
H1 -6.211 -0.957 -0.815  0.484
H2 -4.344 0.546 -0.187  0.487
H3 -1.558 -2.272 -4.036  0.232
H4 -3.685 -3.002 -3.583  0.467
F1 6.503 2.335 -0.998  -0.372
C8 5.541 1.424 -0.923  0.624
C9 5.560 0.466 0.067  0.491
F2 6.556 0.440 0.943  -0.346
C10 4.541 -0.475 0.142  0.556
F3 4.679 -1.391 1.106  -0.459
C11 3.468 -0.494 -0.739  -0.736
P1 1.954 -1.620 -0.634  2.438
C12 2.501 -2.892 -1.816  0.490
C13 1.673 -3.394 -2.810  -0.325
C14 2.147 -4.346 -3.700  -0.909
C15 3.444 -4.819 -3.591  -0.677
C16 4.273 -4.338 -2.587  -0.865
C17 3.807 -3.374 -1.709  -0.440
C18 2.069 -2.276 1.046  0.741
C19 2.246 -3.641 1.250  -0.891
C20 2.301 -4.136 2.544  -1.004
C21 2.168 -3.278 3.627  -0.799
C22 1.966 -1.921 3.416  -0.606
C23 1.911 -1.415 2.127  0.361
C24 3.507 0.472 -1.744  0.273
Br1 2.179 0.542 -3.101  -0.051
C25 4.507 1.417 -1.843  0.255
F4 4.500 2.341 -2.802  -0.443
H5 0.658 -3.044 -2.883  0.024
H6 1.492 -4.727 -4.473  0.464
H7 3.809 -5.568 -4.282  0.409
H8 5.283 -4.712 -2.483  0.460
H9 4.462 -3.019 -0.924  0.338
H10 2.315 -4.317 0.409  0.449
H11 2.440 -5.198 2.703  0.430
H12 2.209 -3.670 4.635  0.402
H13 1.841 -1.252 4.258  0.492
H14 1.715 -0.361 1.964  -0.498
O3 -0.186 -4.609 -0.649  -0.682
C26 -0.718 -3.550 -0.365  -0.999
O4 -0.171 -2.379 -0.483  -0.383
C27 -2.116 -3.551 0.212  0.072
C28 -2.564 -2.496 0.993  -0.104
C29 -3.856 -2.539 1.486  -0.506
C30 -4.727 -3.582 1.232  -0.477
C31 -4.241 -4.611 0.450  -0.534
C32 -2.954 -4.625 -0.054  -0.491
N1 -5.148 -5.732 0.130  1.103
O5 -4.719 -6.606 -0.596  -0.625
O6 -6.235 -5.743 0.670  -0.632
N2 -4.350 -1.394 2.272  1.174
O7 -5.543 -1.347 2.502  -0.668
O8 -3.552 -0.531 2.581  -0.593
H15 -1.929 -1.648 1.210  0.938
H16 -5.740 -3.580 1.598  0.646
H17 -2.594 -5.456 -0.643  0.661
C33 2.790 4.893 1.902  -2.158
C34 2.307 3.458 1.750  2.191
C35 2.415 2.698 3.067  -1.657
C36 3.089 2.736 0.658  -1.237
O9 0.914 3.545 1.409  -0.039
Si1 -0.063 2.497 0.637  -1.935
O10 0.330 0.947 0.853  1.159
O11 -1.588 2.915 0.998  0.740
C37 -2.166 3.263 2.275  1.635
C38 -3.657 2.999 2.133  -1.493
C39 -1.572 2.386 3.368  -1.089
C40 -1.919 4.744 2.555  -1.589
O12 0.090 2.538 -1.031  0.405
C41 -0.195 3.582 -2.006  1.507
C42 -0.907 2.898 -3.162  -1.375
C43 1.139 4.169 -2.443  -1.366
C44 -1.075 4.675 -1.417  -1.608
H18 3.835 4.917 2.216  0.377
H19 2.190 5.414 2.648  0.413
H20 2.700 5.424 0.953  0.407
H21 3.455 2.612 3.386  0.475
H22 2.003 1.693 2.947  0.039
H23 1.854 3.215 3.846  0.393
H24 4.149 2.713 0.925  0.795
H25 2.990 3.249 -0.300  0.166
H26 2.736 1.707 0.548  -0.246
H27 -3.838 1.934 1.976  0.076
H28 -4.056 3.562 1.289  0.297
H29 -4.187 3.303 3.037  0.459
H30 -1.712 1.331 3.127  -0.012
H31 -2.060 2.591 4.323  0.587
H32 -0.505 2.584 3.486  0.026
H33 -2.346 5.352 1.756  0.308
H34 -0.854 4.950 2.620  0.074
H35 -2.392 5.034 3.496  0.480
H36 -0.271 2.133 -3.613  0.114
H37 -1.159 3.625 -3.936  0.508
H38 -1.824 2.427 -2.806  0.206
H39 1.800 3.395 -2.834  0.098
H40 1.628 4.656 -1.598  0.199
H41 0.985 4.919 -3.221  0.497
H42 -2.039 4.277 -1.110  0.287
H43 -1.233 5.451 -2.168  0.521
H44 -0.597 5.137 -0.550  0.238

HOMO level: -8.69 eV
HOMO-LUMO gap: 7.85 eV
ΔE to the lowest compared entry with this formula, charge and spin: 10.4 kcal/mol